Formula: C35H72N5O6
Source: the Open Molecules 2025 dataset
Level of theory: wB97M-V/def2-TZVPD

Computed properties:
M ... 659.0 g/mol
Gap between HOMO and LUMO ... 5.285 eV
HOMO energy ... -15.077 eV
Charge ... +3

Atoms and positions in Å:
N: -1.549 0.748 0.326
O: -0.775 -0.104 -0.186
O: -1.224 1.943 0.242
O: -2.638 0.429 0.822
C: 0.736 -3.093 0.825
C: 2.230 -2.613 0.727
C: 2.128 -1.232 1.473
C: 3.501 -0.679 1.850
C: 4.091 -1.668 2.791
C: 4.375 -3.070 2.271
N: 3.157 -3.546 1.491
O: 3.108 -4.742 1.221
C: 4.515 -3.969 3.520
C: 5.698 -2.983 1.472
C: 2.720 -2.492 -0.694
H: 0.122 -2.644 0.045
H: 0.308 -3.049 1.823
H: 0.707 -4.144 0.519
H: 1.514 -1.227 2.375
H: 1.624 -0.464 0.882
H: 3.355 0.269 2.371
H: 4.132 -0.424 0.996
H: 3.395 -1.796 3.625
H: 4.966 -1.198 3.241
H: 5.170 -3.570 4.292
H: 4.792 -5.006 3.340
H: 3.516 -3.972 3.962
H: 6.094 -3.941 1.131
H: 6.479 -2.622 2.140
H: 5.609 -2.310 0.620
H: 3.783 -2.508 -0.922
H: 2.192 -1.758 -1.303
H: 2.281 -3.391 -1.142
C: 2.016 1.841 -1.252
C: 2.294 2.343 -2.672
C: 1.060 2.058 -3.552
C: -0.176 2.962 -3.291
C: 0.190 4.442 -3.351
C: 1.328 4.876 -2.456
N: 2.456 3.861 -2.564
O: 3.574 4.211 -2.121
C: 0.918 4.897 -0.978
C: 1.905 6.287 -2.892
C: 3.486 1.701 -3.340
H: 1.049 2.128 -0.838
H: 2.701 2.181 -0.474
H: 2.047 0.751 -1.270
H: 0.722 1.075 -3.220
H: 1.275 2.082 -4.620
H: -0.520 2.665 -2.297
H: -0.959 2.824 -4.034
H: -0.719 5.016 -3.172
H: 0.442 4.602 -4.402
H: 1.797 4.899 -0.331
H: 0.319 4.033 -0.699
H: 0.436 5.854 -0.783
H: 2.812 6.500 -2.327
H: 1.199 7.083 -2.662
H: 2.202 6.382 -3.936
H: 3.289 0.636 -3.462
H: 4.435 1.732 -2.803
H: 3.753 2.093 -4.322
C: -0.443 -1.618 -3.212
C: -1.590 -2.637 -3.553
C: -2.487 -2.879 -2.267
C: -3.476 -1.755 -2.004
C: -4.335 -1.483 -3.204
C: -3.575 -1.141 -4.524
N: -2.463 -2.176 -4.686
O: -2.161 -2.540 -5.822
C: -2.873 0.245 -4.390
C: -4.570 -1.309 -5.665
C: -0.947 -4.016 -3.905
H: 0.301 -2.067 -2.551
H: -0.695 -0.790 -2.544
H: 0.097 -1.234 -4.077
H: -1.770 -2.920 -1.447
H: -3.013 -3.830 -2.352
H: -2.977 -0.863 -1.621
H: -4.153 -2.079 -1.212
H: -5.081 -0.724 -2.963
H: -4.970 -2.372 -3.231
H: -2.450 0.479 -3.419
H: -3.558 1.026 -4.733
H: -2.208 0.497 -5.222
H: -5.497 -0.733 -5.633
H: -4.916 -2.325 -5.843
H: -4.175 -0.781 -6.537
H: -1.642 -4.760 -4.297
H: -0.406 -4.460 -3.073
H: -0.263 -3.900 -4.748
C: -0.246 3.237 6.724
C: -0.466 1.945 5.979
C: -1.855 1.915 5.328
N: -2.320 0.638 4.665
C: -1.288 0.130 3.678
C: -3.690 0.765 3.965
C: -4.350 -0.606 3.891
C: -3.888 -1.150 5.230
C: -2.599 -0.469 5.708
H: 0.691 3.122 7.268
H: -1.048 3.611 7.355
H: -0.007 3.948 5.930
H: -0.413 1.090 6.659
H: 0.272 1.803 5.190
H: -1.784 2.566 4.451
H: -2.580 2.419 5.966
H: -0.923 0.951 3.061
H: -1.661 -0.652 3.019
H: -0.483 -0.286 4.282
H: -3.529 1.318 3.039
H: -4.282 1.413 4.612
H: -4.169 -1.257 3.036
H: -5.389 -0.299 3.761
H: -3.876 -2.214 5.465
H: -4.688 -0.838 5.907
H: -1.748 -1.127 5.871
H: -2.828 -0.014 6.671

Force components x, y, z for each atom (eV/Å):
-0.170 0.640 -0.923
0.011 -0.752 0.190
0.203 0.429 0.346
0.313 -0.453 0.219
1.180 -2.080 -1.152
-2.788 2.716 2.282
1.323 0.949 -0.509
-0.921 0.266 -0.276
0.010 0.466 1.162
1.273 0.783 1.630
1.417 -3.286 -2.339
-0.310 3.462 1.108
-1.024 -0.512 -0.180
-0.252 -0.827 -0.805
-0.726 -1.780 -1.253
0.116 0.804 0.417
0.063 0.408 -0.094
0.027 -0.209 0.206
0.091 -0.721 0.098
-0.248 -0.617 -0.696
0.052 -0.008 0.089
0.009 -0.309 -0.153
-0.110 0.202 0.067
0.375 -0.678 -0.019
0.205 0.344 -0.423
0.098 0.111 -0.307
0.041 -0.254 0.281
-0.426 -0.154 -0.143
-0.340 0.268 0.204
0.098 0.043 0.045
0.023 0.250 0.394
0.179 0.709 0.736
0.607 -0.358 -0.294
-0.019 0.188 0.917
-1.146 0.250 -1.158
-1.305 0.387 0.154
1.086 -0.019 0.934
-0.392 -0.742 -0.959
0.180 1.474 -1.141
4.512 0.797 3.472
-4.111 -1.066 -2.321
0.706 -0.097 0.498
0.443 -0.678 0.630
1.376 -0.232 0.090
-0.269 -0.201 -0.453
0.544 0.048 -0.426
-0.021 0.010 -0.154
0.287 -0.311 -0.538
0.388 -0.218 0.067
-0.550 0.233 -0.047
0.034 -0.430 0.098
0.270 0.331 0.284
0.213 0.437 0.027
0.108 0.015 -0.070
-0.328 0.273 -0.039
-0.383 -0.212 -0.140
-0.115 0.009 0.189
-0.239 -0.271 -0.010
-0.338 -0.436 -0.131
-0.324 0.059 -0.061
-0.241 0.259 0.481
-0.524 0.181 -0.083
-0.146 0.458 0.200
0.357 -1.584 1.988
0.355 0.928 -0.722
0.400 0.252 0.607
-0.223 -0.390 0.482
-1.547 -0.246 1.488
1.749 -0.189 -3.468
-1.229 0.928 3.583
-0.436 0.365 -1.569
0.283 1.363 -1.296
-0.009 0.603 -1.433
-0.127 -0.902 -0.400
-0.830 0.177 -0.410
-0.193 -0.140 -0.195
-0.063 -0.259 0.044
0.128 -0.072 -0.108
0.126 -0.025 -0.009
0.123 0.075 0.158
0.347 0.490 -0.382
0.123 -0.186 -1.115
-0.069 -0.144 -0.065
-0.915 -0.232 0.959
0.903 -0.960 0.245
0.056 0.122 1.343
0.571 -0.112 -0.140
0.377 -0.940 -0.513
-0.437 0.164 0.380
-0.147 0.357 0.194
0.318 0.115 0.211
1.174 0.294 -0.982
-1.335 -1.663 0.145
0.625 1.284 -1.757
-0.380 -1.553 0.762
0.195 0.180 0.614
0.958 1.047 -0.424
0.741 0.629 -0.555
-1.494 -0.573 1.633
-0.649 0.402 -0.231
-0.210 0.206 0.376
-0.014 -0.254 0.001
-0.271 0.565 0.350
0.217 -0.047 0.079
0.228 0.056 0.213
-0.085 0.344 0.084
-0.491 -0.899 0.123
-0.144 0.089 0.070
-0.501 0.129 0.201
0.139 0.142 -0.139
0.028 -0.281 -0.165
0.013 -0.111 0.151
0.692 0.369 -0.125
-0.317 -0.721 0.668
0.193 -0.183 -0.880
0.184 0.175 0.284
0.083 0.101 -0.445
0.328 0.363 -0.126

These are the Mulliken partial charges, in e, on atoms 1 to 99: 0.6606 -0.2117 -0.6448 -0.5979 -1.8074 1.6634 -0.3774 -1.0189 -1.3622 1.1684 0.9858 -0.3180 -1.5764 -1.5767 -1.1051 0.2765 0.4241 0.6045 0.4605 -0.4735 0.5408 0.3058 0.4200 0.5882 0.3789 0.3781 0.4400 0.4212 0.4486 0.3232 0.3308 -0.1266 0.4813 -0.7203 1.6075 -0.4710 -0.0110 -1.5882 1.2676 0.8159 -0.3032 -1.4873 -1.6719 -1.8312 -0.0580 0.6080 -0.2889 -0.4719 0.7679 -0.1445 0.3832 0.5434 0.4309 0.3808 0.2665 0.4869 0.4699 0.4109 0.3945 0.3313 0.4337 0.4738 -1.1066 1.1991 -0.6600 0.1102 -1.6233 1.4861 0.8985 -0.3346 -1.8004 -1.6886 -1.6193 0.1720 -0.2090 0.5670 -0.1608 0.5559 -0.3472 0.6080 0.4974 0.4487 0.2571 0.5944 0.5379 0.4152 0.4253 0.4257 0.4679 0.3245 0.4580 -1.3319 -0.1082 -1.0802 0.5486 -1.6619 -0.8037 -0.5711 -0.8987